10 unconnected molecules or ions with the total composition C48H112N4O10 at a distorted geometry. Source: the Open Molecules 2025 dataset; level of theory: wB97M-V/def2-TZVPD.

Each line ends with the Mulliken charge.
Cartesian coordinates (Å):
C1 -2.663 -9.050 1.361  -1.639
C2 -2.034 -9.484 0.025  1.211
C3 -2.070 -8.416 -1.126  -0.904
C4 -0.971 -7.357 -1.004  -0.679
C5 0.386 -7.937 -1.007  -1.188
C6 0.612 -8.978 0.091  1.556
N1 -0.630 -9.906 0.169  0.551
O1 -0.430 -10.925 0.993  -0.510
C7 1.847 -9.873 -0.271  -2.034
C8 0.926 -8.265 1.358  -1.742
C9 -2.767 -10.750 -0.498  -2.002
H1 -3.728 -8.919 1.169  0.458
H2 -2.110 -8.141 1.596  0.387
H3 -2.678 -9.835 2.117  0.328
H4 -1.944 -8.900 -2.094  0.335
H5 -2.988 -7.859 -0.940  0.426
H6 -1.142 -6.824 -0.068  0.299
H7 -1.083 -6.612 -1.792  0.372
H8 1.194 -7.207 -1.059  0.370
H9 0.468 -8.426 -1.977  0.371
H10 2.041 -10.580 0.536  0.435
H11 1.523 -10.415 -1.160  0.454
H12 2.783 -9.327 -0.388  0.423
H13 1.984 -8.117 1.579  0.430
H14 0.444 -7.287 1.360  0.311
H15 0.552 -8.836 2.207  0.340
H16 -2.896 -11.447 0.330  0.410
H17 -2.233 -11.134 -1.366  0.453
H18 -3.761 -10.439 -0.819  0.436
H19 -0.199 -11.675 0.440  0.341
C10 1.172 1.681 2.467  -1.803
C11 1.711 0.294 1.902  1.289
C12 0.474 -0.340 1.344  -1.025
C13 0.767 -1.498 0.429  -0.686
C14 1.776 -1.069 -0.653  -1.207
C15 3.067 -0.503 -0.052  1.506
N2 2.656 0.549 0.884  0.469
O2 3.702 1.426 1.231  -0.457
C16 4.014 -1.604 0.702  -1.577
C17 3.874 0.245 -1.140  -2.228
C18 2.213 -0.574 3.101  -1.737
H20 0.743 2.315 1.691  0.396
H21 1.999 2.194 2.959  0.453
H22 0.489 1.413 3.273  0.395
H23 -0.129 -0.724 2.166  0.322
H24 -0.033 0.422 0.752  0.462
H25 -0.136 -1.799 -0.103  0.394
H26 1.207 -2.340 0.962  0.287
H27 1.257 -0.472 -1.404  0.382
H28 2.155 -1.954 -1.163  0.345
H29 3.583 -2.552 1.023  0.318
H30 4.650 -1.840 -0.152  0.461
H31 4.634 -1.299 1.545  0.284
H32 3.186 0.981 -1.555  0.446
H33 4.792 0.682 -0.745  0.600
H34 4.377 -0.403 -1.857  0.429
H35 1.606 -0.338 3.975  0.421
H36 3.237 -0.295 3.349  0.444
H37 2.319 -1.658 3.081  0.267
H38 3.753 1.937 0.419  0.351
C19 -5.967 4.072 3.975  -1.830
C20 -6.970 2.997 3.415  1.354
C21 -7.794 3.883 2.399  -1.086
C22 -8.755 3.088 1.525  -0.800
C23 -7.965 2.042 0.724  -1.188
C24 -6.912 1.178 1.571  1.626
N3 -6.177 1.963 2.625  0.240
O3 -5.184 1.289 3.308  -0.418
C25 -7.691 -0.030 2.140  -1.715
C26 -5.781 0.817 0.507  -1.762
C27 -7.845 2.402 4.450  -1.678
H39 -5.209 4.491 3.313  0.352
H40 -5.354 3.473 4.649  0.440
H41 -6.535 4.891 4.417  0.403
H42 -8.533 4.477 2.935  0.455
H43 -7.247 4.433 1.632  0.356
H44 -9.333 3.703 0.835  0.417
H45 -9.512 2.595 2.135  0.370
H46 -7.514 2.528 -0.142  0.377
H47 -8.728 1.418 0.260  0.357
H48 -8.438 0.126 2.919  0.295
H49 -8.196 -0.700 1.444  0.406
H50 -7.059 -0.675 2.750  0.404
H51 -5.619 1.702 -0.108  0.376
H52 -4.832 0.511 0.947  0.404
H53 -6.271 0.147 -0.200  0.402
H54 -8.689 1.724 4.320  0.296
H55 -8.164 3.226 5.088  0.431
H56 -7.388 1.738 5.183  0.383
H57 -4.391 1.490 2.806  0.333
C28 -3.493 4.897 -2.886  -1.666
C29 -2.790 5.266 -4.221  1.197
C30 -1.266 5.260 -3.878  -0.949
C31 -0.757 3.810 -3.808  -0.717
C32 -1.079 3.102 -5.107  -1.271
C33 -2.533 3.021 -5.510  1.832
N4 -3.128 4.423 -5.413  0.036
O4 -4.453 4.359 -5.620  -0.425
C34 -2.759 2.386 -6.887  -1.961
C35 -3.266 2.046 -4.503  -1.569
C36 -3.181 6.768 -4.630  -1.805
H58 -3.101 4.031 -2.353  0.331
H59 -4.550 4.637 -2.923  0.414
H60 -3.298 5.740 -2.223  0.452
H61 -0.589 5.832 -4.513  0.406
H62 -1.179 5.622 -2.854  0.392
H63 -0.934 3.231 -2.903  0.300
H64 0.333 3.840 -3.773  0.381
H65 -0.849 2.077 -4.814  0.380
H66 -0.343 3.159 -5.910  0.435
H67 -3.774 2.346 -7.284  0.379
H68 -2.188 2.936 -7.634  0.441
H69 -2.412 1.363 -7.029  0.404
H70 -2.754 1.985 -3.543  0.350
H71 -4.270 2.147 -4.090  0.294
H72 -3.282 1.072 -4.992  0.368
H73 -4.256 6.901 -4.754  0.377
H74 -2.813 7.097 -5.602  0.433
H75 -2.919 7.406 -3.786  0.371
H76 -4.729 4.074 -4.746  0.388
C37 4.807 1.342 9.801  -0.884
C38 4.381 1.260 8.318  -0.230
O5 5.486 1.865 7.578  -0.533
H77 4.745 2.341 10.233  0.277
H78 5.776 1.032 10.192  0.306
H79 3.908 0.869 10.197  0.293
H80 3.445 1.772 8.092  0.263
H81 4.434 0.255 7.899  0.225
H82 5.364 2.806 7.435  0.281
C39 2.927 7.277 6.586  -0.975
C40 4.364 7.198 7.112  -0.169
O6 5.136 6.400 6.272  -0.536
H83 2.410 7.978 7.241  0.312
H84 2.476 6.285 6.614  0.269
H85 3.067 7.566 5.544  0.280
H86 4.364 6.818 8.133  0.230
H87 4.732 8.223 7.051  0.288
H88 5.925 6.788 5.886  0.303
C41 5.077 0.548 -7.558  -0.956
C42 4.519 1.590 -8.498  -0.241
O7 5.348 1.950 -9.546  -0.521
H89 5.502 -0.338 -8.029  0.302
H90 4.312 0.303 -6.821  0.312
H91 5.890 1.060 -7.044  0.246
H92 4.038 2.367 -7.904  0.295
H93 3.691 1.110 -9.020  0.255
H94 4.991 2.667 -10.075  0.308
C43 9.892 -2.069 -4.651  -1.062
C44 10.401 -1.418 -5.903  -0.136
O8 10.303 -0.005 -5.598  -0.523
H95 10.454 -1.749 -3.774  0.292
H96 10.129 -3.130 -4.724  0.338
H97 8.830 -1.971 -4.428  0.278
H98 9.814 -1.739 -6.764  0.278
H99 11.457 -1.551 -6.137  0.253
H100 10.346 0.476 -6.428  0.282
C45 -3.177 -4.651 5.344  -0.830
C46 -2.776 -3.304 5.826  -0.164
O9 -3.928 -2.601 6.329  -0.492
H101 -3.476 -5.251 6.204  0.247
H102 -2.386 -5.136 4.772  0.299
H103 -3.948 -4.591 4.576  0.266
H104 -2.240 -2.662 5.126  0.162
H105 -2.032 -3.511 6.595  0.236
H106 -4.179 -2.067 5.572  0.277
C47 5.708 6.024 -3.782  -0.836
C48 6.966 5.767 -3.183  -0.245
O10 6.921 4.733 -2.260  -0.508
H107 5.493 7.091 -3.850  0.274
H108 4.955 5.538 -3.162  0.251
H109 5.680 5.620 -4.794  0.218
H110 7.371 6.722 -2.848  0.304
H111 7.736 5.436 -3.880  0.254
H112 7.683 4.871 -1.693  0.289

Calculated values
multiplicity: 1
largest force on an atom: 4.92 eV/A
SMILES: CC1(C)CCCC(C)(C)N1O.CC1(C)CCCC(C)(C)N1O.CC1(C)CCCC(C)(C)N1O.CC1(C)CCCC(C)(C)N1O.CCO.CCO.CCO.CCO.CCO.CCO
highest occupied orbital energy: -7.885 eV
energy relative to the best compared isomer or geometry (same formula, charge and spin): 9.249 eV
E_LUMO: 0.1 eV

***

A molecular structure, C48H120B2F8N8Na5O20P at a distorted geometry. Source: the Open Molecules 2025 dataset; level of theory: wB97M-V/def2-TZVPD.

Each line ends with the Mulliken charge.
Cartesian coordinates (Å):
Na1 0.330 13.590 -5.970  0.782
Na2 -0.605 15.961 -8.519  0.093
Na3 -1.746 17.468 -5.302  0.476
Na4 -4.206 16.745 -7.621  0.155
Na5 -2.825 12.494 -7.756  -0.154
B1 0.009 12.194 -9.042  -0.912
F1 -0.940 11.337 -8.514  0.066
F2 -0.635 13.260 -9.597  0.440
F3 0.756 12.685 -7.982  -0.027
F4 0.808 11.635 -10.014  -0.306
B2 -1.989 18.658 -8.328  -0.837
F5 -2.733 18.819 -7.156  0.150
F6 -2.538 17.628 -8.985  -0.069
F7 -2.105 19.800 -9.082  -0.323
F8 -0.689 18.343 -8.057  0.019
P1 -2.200 14.924 -6.384  1.419
O1 -3.279 15.813 -5.709  -0.221
O2 -0.817 15.672 -6.308  -0.341
O3 -2.686 14.935 -7.872  -0.345
O4 -1.947 13.492 -5.805  -0.937
C1 -6.580 19.918 -3.718  -0.402
O5 -5.583 20.561 -4.497  -0.578
C2 -4.958 19.779 -5.557  0.164
C3 -5.855 19.413 -6.739  -0.925
N1 -6.308 18.034 -6.757  1.473
C4 -7.254 17.786 -7.828  -0.639
C5 -6.655 17.758 -9.268  -1.078
O6 -5.863 16.563 -9.395  0.292
C6 -5.346 16.446 -10.663  -0.991
H1 -6.872 20.585 -2.907  0.388
H2 -6.223 18.988 -3.274  0.056
H3 -7.412 19.683 -4.381  0.187
H4 -4.438 18.889 -5.201  -0.310
H5 -4.108 20.386 -5.869  0.482
H6 -5.283 19.587 -7.650  0.244
H7 -6.705 20.094 -6.768  0.361
H8 -6.756 17.857 -5.869  -0.718
H9 -8.058 18.519 -7.895  0.520
H10 -7.667 16.801 -7.610  0.030
H11 -5.919 18.534 -9.476  0.491
H12 -7.448 17.736 -10.016  0.478
H13 -4.616 15.637 -10.639  0.129
H14 -4.864 17.365 -10.996  0.318
H15 -6.189 16.288 -11.337  0.388
C7 0.475 6.875 -16.731  -0.715
O7 -0.393 7.130 -15.645  -0.311
C8 0.093 8.118 -14.768  -0.653
C9 -0.973 8.547 -13.771  -0.403
N2 -1.488 7.517 -12.893  -0.449
C10 -2.566 8.005 -12.025  -0.880
C11 -2.324 9.352 -11.346  1.019
O8 -2.761 10.441 -12.076  -0.453
C12 -2.714 11.803 -11.563  -0.169
H16 0.142 5.997 -17.285  0.241
H17 1.467 6.749 -16.297  0.300
H18 0.434 7.681 -17.463  0.279
H19 0.395 8.993 -15.344  0.368
H20 0.989 7.750 -14.269  0.371
H21 -1.747 9.018 -14.376  0.270
H22 -0.552 9.377 -13.203  0.345
H23 -2.050 7.003 -13.557  0.240
H24 -2.681 7.275 -11.224  0.323
H25 -3.526 8.015 -12.540  0.403
H26 -1.282 9.534 -11.084  0.444
H27 -2.903 9.258 -10.427  -1.025
H28 -3.312 11.929 -10.661  -0.037
H29 -3.097 12.625 -12.168  0.369
H30 -1.676 12.064 -11.357  -0.007
C13 1.977 10.739 -5.254  -0.627
O9 1.367 11.744 -4.415  -0.184
C14 0.315 11.228 -3.570  -0.514
C15 -0.149 12.432 -2.698  -0.928
N3 -0.589 13.561 -3.473  1.644
C16 -0.780 14.811 -2.679  0.052
C17 0.483 15.575 -2.310  -0.867
O10 0.167 16.710 -1.499  0.158
C18 1.234 17.279 -0.834  -1.071
H31 2.440 9.976 -4.628  0.380
H32 2.715 11.171 -5.930  0.089
H33 1.203 10.209 -5.808  0.134
H34 0.689 10.454 -2.900  0.621
H35 -0.508 10.817 -4.154  -0.013
H36 0.724 12.688 -2.098  0.352
H37 -0.959 12.180 -2.014  0.336
H38 -1.295 13.448 -4.186  -0.726
H39 -1.262 14.483 -1.758  0.298
H40 -1.548 15.456 -3.106  -0.575
H41 0.969 15.820 -3.254  0.244
H42 1.165 14.940 -1.745  0.457
H43 1.758 17.931 -1.533  0.285
H44 1.897 16.587 -0.315  0.313
H45 0.866 17.974 -0.079  0.317
C19 -9.165 17.067 -4.829  -1.075
O11 -7.798 16.744 -4.639  0.366
C20 -7.474 15.886 -3.563  -1.498
C21 -5.934 15.886 -3.473  0.508
N4 -5.377 14.927 -4.400  1.374
C22 -5.288 13.545 -3.941  -0.182
C23 -4.292 13.219 -2.846  1.114
O12 -5.040 12.925 -1.665  -0.577
C24 -4.233 12.617 -0.568  -0.661
H46 -9.181 17.772 -5.660  0.274
H47 -9.592 17.443 -3.900  0.316
H48 -9.749 16.174 -5.050  0.291
H49 -7.939 14.903 -3.633  0.322
H50 -7.746 16.350 -2.615  0.545
H51 -5.603 15.606 -2.473  0.581
H52 -5.661 16.910 -3.731  -0.657
H53 -4.482 15.191 -4.786  -1.102
H54 -4.886 13.057 -4.829  -0.783
H55 -6.257 13.061 -3.814  0.708
H56 -3.623 14.073 -2.738  -0.577
H57 -3.636 12.373 -3.051  0.024
H58 -3.478 11.838 -0.678  0.238
H59 -4.743 12.303 0.343  0.348
H60 -3.688 13.474 -0.172  0.195
C25 -1.206 15.879 -12.057  -0.591
O13 -0.076 16.313 -11.313  -0.232
C26 1.084 15.445 -11.427  -0.170
C27 2.111 15.999 -10.441  -1.073
N5 1.946 15.686 -9.057  0.551
C28 2.762 16.581 -8.254  -1.161
C29 2.436 16.238 -6.800  0.172
O14 2.472 14.837 -6.410  0.247
C30 3.702 14.157 -6.658  -1.045
H61 -2.053 16.531 -11.847  0.094
H62 -1.445 14.824 -11.919  0.139
H63 -0.945 16.018 -13.106  0.390
H64 1.390 15.594 -12.463  0.510
H65 0.791 14.413 -11.231  0.024
H66 2.144 17.086 -10.518  0.444
H67 3.054 15.623 -10.837  0.334
H68 2.263 14.766 -8.786  -0.159
H69 2.464 17.624 -8.365  0.603
H70 3.843 16.511 -8.374  0.236
H71 1.457 16.653 -6.561  -0.735
H72 3.168 16.763 -6.186  0.584
H73 4.073 14.034 -7.676  0.333
H74 3.814 13.162 -6.228  0.110
H75 4.443 14.793 -6.173  0.375
C31 -2.606 8.798 -7.409  -0.418
O15 -3.490 9.926 -7.376  0.843
C32 -4.797 9.734 -7.894  -1.139
C33 -5.668 10.970 -7.585  -0.362
N6 -5.308 12.116 -8.390  -0.016
C34 -5.787 13.384 -7.807  0.622
C35 -7.225 13.422 -7.279  -0.353
O16 -8.134 13.042 -8.313  -0.405
C36 -9.483 13.278 -8.030  -0.813
H76 -2.500 8.551 -8.465  0.072
H77 -2.991 7.943 -6.852  0.147
H78 -1.668 9.066 -6.923  -0.009
H79 -5.199 8.859 -7.383  0.429
H80 -4.859 9.512 -8.959  0.284
H81 -5.460 11.237 -6.549  -0.069
H82 -6.711 10.696 -7.742  0.476
H83 -5.678 12.041 -9.326  0.433
H84 -5.686 14.258 -8.450  -0.001
H85 -5.126 13.639 -6.979  -1.056
H86 -7.536 14.399 -6.908  0.252
H87 -7.330 12.734 -6.441  0.485
H88 -9.666 14.324 -7.786  0.223
H89 -9.788 12.752 -7.125  0.351
H90 -10.140 13.032 -8.865  0.278
C37 -5.682 1.687 -2.698  -0.649
O17 -4.278 1.742 -3.134  -0.373
C38 -3.418 2.756 -2.508  -0.710
C39 -4.011 4.165 -2.616  -0.380
N7 -4.206 4.600 -3.964  -0.209
C40 -4.738 5.945 -4.130  -0.674
C41 -3.789 6.996 -3.619  -0.661
O18 -4.275 8.291 -3.971  -0.378
C42 -3.395 9.346 -3.931  -0.630
H91 -6.159 2.649 -2.881  0.233
H92 -5.829 1.362 -1.668  0.282
H93 -6.303 1.075 -3.352  0.266
H94 -2.429 2.688 -2.960  0.351
H95 -3.346 2.390 -1.484  0.346
H96 -3.239 4.832 -2.233  0.370
H97 -4.904 4.221 -1.994  0.273
H98 -4.626 3.941 -4.605  0.260
H99 -5.739 6.169 -3.760  0.241
H100 -4.757 6.137 -5.203  0.339
H101 -2.794 6.809 -4.022  0.318
H102 -3.659 6.839 -2.548  0.478
H103 -3.221 9.535 -2.871  0.639
H104 -3.846 10.230 -4.382  -0.026
H105 -2.419 9.173 -4.384  0.285
C43 -2.074 17.439 0.612  -0.560
O19 -2.313 18.719 -0.015  -0.343
C44 -3.482 18.820 -0.816  -1.142
C45 -3.331 18.087 -2.186  0.168
N8 -2.048 18.357 -2.848  1.416
C46 -1.817 19.748 -3.167  -0.529
C47 -0.436 19.922 -3.844  -1.022
O20 -0.423 19.427 -5.150  0.179
C48 0.755 19.842 -5.902  -0.726
H106 -1.106 17.512 1.107  0.220
H107 -2.020 16.607 -0.090  0.110
H108 -2.789 17.210 1.402  0.375
H109 -3.656 19.887 -0.955  0.359
H110 -4.366 18.398 -0.338  0.505
H111 -4.156 18.232 -2.883  -0.312
H112 -3.350 17.024 -1.944  -0.100
H113 -1.339 18.048 -2.199  -0.449
H114 -1.761 20.447 -2.332  0.644
H115 -2.541 20.173 -3.862  -0.013
H116 0.226 19.350 -3.193  0.373
H117 -0.219 20.988 -3.791  0.428
H118 0.778 19.268 -6.828  -0.055
H119 1.646 19.682 -5.295  0.356
H120 0.717 20.873 -6.254  0.268

Calculated values
multiplicity: 1
largest force on an atom: 3.37 eV/A
highest occupied orbital energy: -7.800 eV
E_LUMO: 0.1 eV